(1)
Here is 2 unconnected molecules or ions with the total composition C4H5N2S from the OMol25 dataset. Energies are from wB97M-V/def2-TZVPD.

As for the multiplicity: 1. The calculation puts the total energy at -662.503268 hartree. For the energy above the lowest of the compared OMol25 structures with the same formula, charge and spin, the calculation gives 744.85 kJ/mol. The total charge is +1. The calculation puts the HOMO-LUMO gap (spin up / spin down) at 4.771 / 4.913 eV. Its LUMO energy (spin up / spin down) is -7.1 / -7.0 eV.

Last column: Mulliken charge in e.
Cartesian coordinates (Å):
C: -0.888 0.962 -0.826  -0.326
C: -0.813 1.378 -2.088  -0.171
C: 0.560 -0.586 -1.732  0.099
C: 0.725 -0.912 3.744  -0.403
N: 0.099 -0.727 0.583  -0.904
N: -0.102 -0.188 -0.513  0.918
S: 0.206 0.370 -3.081  0.119
H: -1.659 1.284 -0.221  0.415
H: -1.447 2.149 -2.459  0.423
H: 1.082 -1.558 -1.764  0.399
H: 0.698 -0.498 4.705  0.244
H: 1.540 -1.675 3.653  0.186

(2)
Here is a molecular structure, C18H24N2NaTe from the OMol25 dataset. Energies are from wB97M-V/def2-TZVPD.

As for the multiplicity: 1. The calculation puts the total energy at -1239.930288 hartree. The total charge is +1. The calculation puts the HOMO-LUMO gap at 8.218 eV. Its LUMO energy is -3.1 eV.

Last column: Mulliken charge in e.
Cartesian coordinates (Å):
Na: 1.139 -0.128 -1.088  0.728
Te: 0.675 0.582 1.667  0.515
C: 0.595 0.998 3.743  0.115
C: 1.770 1.139 4.467  -0.267
C: 1.701 1.470 5.813  -0.517
C: 0.468 1.648 6.423  -0.437
C: -0.702 1.500 5.692  -0.534
C: -0.643 1.169 4.346  -0.309
C: 0.737 2.630 1.111  0.064
C: 1.949 3.313 1.070  -0.267
C: 1.972 4.665 0.763  -0.527
C: 0.789 5.337 0.491  -0.407
C: -0.421 4.657 0.527  -0.533
C: -0.447 3.305 0.833  -0.385
H: 2.729 1.000 3.987  0.350
H: 2.614 1.585 6.383  0.384
H: 0.418 1.900 7.474  0.382
H: -1.664 1.639 6.168  0.382
H: -1.553 1.054 3.771  0.358
H: 2.873 2.795 1.296  0.363
H: 2.915 5.196 0.741  0.382
H: 0.808 6.392 0.251  0.397
H: -1.345 5.181 0.321  0.383
H: -1.393 2.778 0.876  0.356
C: -0.572 -3.232 -5.374  -1.008
C: -1.282 -3.461 -4.042  -0.780
N: -0.728 -2.645 -2.962  0.212
C: -1.293 -1.308 -2.834  -0.169
C: -2.539 -1.297 -1.952  -1.097
C: 0.278 -3.059 -2.173  0.911
C: 0.704 -4.500 -2.278  -1.461
N: 0.850 -2.238 -1.338  -0.629
H: -1.007 -3.871 -6.143  0.390
H: 0.490 -3.466 -5.293  0.253
H: -0.674 -2.197 -5.701  0.315
H: -1.238 -4.513 -3.770  0.463
H: -2.336 -3.199 -4.139  0.283
H: -1.532 -0.940 -3.832  0.345
H: -0.548 -0.642 -2.400  -0.227
H: -3.329 -1.898 -2.401  0.328
H: -2.912 -0.279 -1.836  0.404
H: -2.307 -1.705 -0.968  0.276
H: -0.114 -5.171 -2.018  0.331
H: 1.524 -4.688 -1.590  0.445
H: 1.042 -4.751 -3.284  0.297
H: 1.540 -2.745 -0.797  0.144

(3)
Here is C3H5NO2 in the gas phase from the OMol25 dataset. Energies are from wB97M-V/def2-TZVPD.

As for the multiplicity: 1. The calculation puts the total energy at -322.448574 hartree. For the energy above the lowest of the compared OMol25 structures with the same formula, charge and spin, the calculation gives 330.18 kJ/mol. The total charge is 0. The calculation puts the HOMO-LUMO gap at 9.086 eV. Its LUMO energy is 0.6 eV. Its SMILES is C=C/[N+]([O-])=C/O.

Last column: Mulliken charge in e.
Cartesian coordinates (Å):
C: -1.507 -1.037 0.878  -0.666
C: -0.249 -0.843 0.520  -0.016
N: 0.165 0.354 -0.089  0.446
O: -0.698 1.288 -0.394  -0.819
C: 1.322 0.473 -0.686  0.052
O: 1.628 1.647 -1.210  -0.470
H: -1.817 -1.919 1.408  0.264
H: -2.243 -0.281 0.661  0.263
H: 0.556 -1.541 0.700  0.210
H: 2.071 -0.298 -0.689  0.313
H: 0.773 2.156 -1.099  0.423

(4)
Here is 8 unconnected molecules or ions with the total composition C49H62N9O6P from the OMol25 dataset. Energies are from wB97M-V/def2-TZVPD.

As for the multiplicity: 1. The calculation puts the total energy at -3189.664257 hartree. The total charge is 0. The calculation puts the HOMO-LUMO gap at 9.332 eV. Its LUMO energy is 0.0 eV. Its SMILES is CCCO[C@@]1(CCN(CC)C(C)=O)C[C@@H](CP(=O)(O)O)C(=O)N1.c1ccncc1.c1ccncc1.c1ccncc1.c1ccncc1.c1ccncc1.c1ccncc1.c1ccncc1.

Last column: Mulliken charge in e.
Cartesian coordinates (Å):
C: 1.428 -4.419 -0.298  -0.823
C: 2.029 -3.793 -1.700  -0.205
C: 1.635 -2.167 -1.696  0.486
O: 0.193 -2.111 -1.989  -0.487
C: -0.354 -0.743 -1.702  1.186
C: 0.362 0.421 -2.636  -0.322
C: 0.999 1.671 -1.726  -0.932
N: 2.177 1.143 -0.941  0.971
C: 2.112 1.485 0.531  -0.480
C: 1.839 3.065 0.869  -0.809
C: 3.510 1.476 -1.570  -0.038
C: 4.681 0.295 -1.491  -0.663
O: 3.839 2.603 -2.204  -0.680
C: -1.957 -0.993 -2.108  -1.259
C: -2.858 -1.015 -0.736  -0.034
C: -4.063 -2.111 -0.555  -0.398
P: -5.227 -1.545 0.885  1.011
O: -6.612 -2.370 0.912  -0.683
O: -5.541 0.188 0.703  -0.528
O: -4.515 -1.738 2.466  -0.545
C: -1.631 -1.353 0.338  0.162
O: -1.610 -2.171 1.394  -0.601
N: -0.536 -0.416 -0.205  -0.010
H: 0.339 -4.849 -0.507  0.118
H: 1.388 -3.520 0.484  0.253
H: 2.144 -5.266 0.098  0.300
H: 3.193 -3.931 -1.732  0.276
H: 1.577 -4.339 -2.660  0.078
H: 2.318 -1.686 -2.537  -0.391
H: 1.859 -1.651 -0.669  0.149
H: -0.477 0.937 -3.301  0.526
H: 1.152 -0.009 -3.400  -0.517
H: 1.248 2.518 -2.495  0.426
H: 0.102 2.061 -1.070  0.220
H: 3.189 1.231 0.979  0.368
H: 1.337 0.857 1.151  0.181
H: 2.020 3.802 -0.022  0.243
H: 2.445 3.379 1.845  0.286
H: 0.686 3.159 1.164  0.167
H: 4.104 -0.728 -1.397  0.012
H: 5.304 0.439 -0.510  0.290
H: 5.319 0.229 -2.475  0.263
H: -2.125 -2.074 -2.587  0.342
H: -2.396 -0.250 -2.910  0.250
H: -3.255 0.107 -0.664  0.379
H: -3.572 -3.129 -0.219  0.062
H: -4.700 -2.276 -1.533  0.315
H: -4.967 0.614 1.409  0.276
H: -3.991 -2.591 2.542  0.347
H: -1.049 0.505 -0.067  0.284
C: -2.961 3.891 4.533  -0.153
C: -2.614 2.551 4.400  -0.821
C: -2.926 1.908 3.213  -0.010
N: -3.553 2.507 2.176  -0.264
C: -3.879 3.808 2.336  -0.472
C: -3.606 4.536 3.483  -0.498
H: -2.731 4.429 5.449  0.486
H: -2.111 2.020 5.200  0.514
H: -2.673 0.863 3.059  0.484
H: -4.384 4.265 1.490  0.402
H: -3.889 5.580 3.555  0.359
C: -4.526 -5.857 0.595  0.102
C: -4.869 -7.064 -0.006  -0.591
C: -4.002 -8.135 0.132  -0.231
N: -2.838 -8.076 0.816  -0.595
C: -2.531 -6.891 1.387  -0.454
C: -3.335 -5.766 1.307  -0.019
H: -5.181 -4.995 0.509  0.426
H: -5.790 -7.167 -0.569  0.379
H: -4.227 -9.099 -0.315  0.353
H: -1.589 -6.869 1.928  0.406
H: -3.039 -4.840 1.787  0.237
C: 6.427 5.731 -2.384  -0.498
C: 7.751 6.150 -2.450  -0.276
C: 8.725 5.203 -2.726  -0.288
N: 8.463 3.894 -2.933  -0.546
C: 7.168 3.517 -2.861  -0.304
C: 6.125 4.390 -2.594  -0.089
H: 5.636 6.445 -2.170  0.378
H: 8.020 7.188 -2.290  0.362
H: 9.773 5.481 -2.792  0.350
H: 6.984 2.460 -3.028  0.385
H: 5.102 4.032 -2.549  0.621
C: 0.524 8.779 2.925  -0.160
C: 0.485 7.418 3.212  -0.702
C: -0.750 6.826 3.422  0.035
N: -1.922 7.496 3.368  -0.203
C: -1.853 8.816 3.090  -0.249
C: -0.667 9.495 2.861  -0.463
H: 1.473 9.277 2.753  0.368
H: 1.396 6.832 3.270  0.360
H: -0.832 5.767 3.646  0.307
H: -2.809 9.331 3.055  0.354
H: -0.672 10.556 2.640  0.353
C: -5.344 2.417 8.516  -0.480
C: -4.152 2.491 7.804  -0.052
C: -3.087 3.169 8.376  -0.149
N: -3.141 3.767 9.586  -0.577
C: -4.312 3.680 10.254  -0.268
C: -5.429 3.022 9.767  -0.273
H: -6.200 1.893 8.101  0.377
H: -4.054 2.032 6.827  0.323
H: -2.135 3.252 7.861  0.406
H: -4.330 4.171 11.223  0.345
H: -6.344 2.981 10.347  0.361
C: 0.818 -8.854 -4.744  -0.123
C: 1.609 -7.847 -5.289  -0.566
C: 2.139 -6.894 -4.433  -0.131
N: 1.929 -6.884 -3.098  -0.298
C: 1.156 -7.872 -2.599  -0.147
C: 0.586 -8.870 -3.373  -0.599
H: 0.387 -9.619 -5.384  0.359
H: 1.809 -7.805 -6.353  0.346
H: 2.765 -6.091 -4.809  0.403
H: 1.000 -7.840 -1.525  0.413
H: -0.026 -9.641 -2.918  0.368
C: 3.159 -2.268 -7.605  -0.086
C: 2.243 -1.270 -7.294  -0.763
C: 2.198 -0.803 -5.990  -0.075
N: 2.992 -1.265 -4.999  -0.118
C: 3.871 -2.236 -5.331  -0.106
C: 3.992 -2.763 -6.606  -0.757
H: 3.225 -2.658 -8.617  0.378
H: 1.579 -0.864 -8.049  0.367
H: 1.502 -0.022 -5.699  0.378
H: 4.495 -2.592 -4.516  0.384
H: 4.717 -3.541 -6.817  0.402

(5)
Here is C2H2Cl3P in the gas phase from the OMol25 dataset. Energies are from wB97M-V/def2-TZVPD.

As for the multiplicity: 1. The calculation puts the total energy at -1799.179009 hartree. For the energy above the lowest of the compared OMol25 structures with the same formula, charge and spin, the calculation gives 488.54 kJ/mol. The total charge is 0. The calculation puts the HOMO-LUMO gap (spin up / spin down) at 6.666 / 6.306 eV. Its LUMO energy (spin up / spin down) is -1.7 / -1.9 eV.

Last column: Mulliken charge in e.
Cartesian coordinates (Å):
C: 0.180 0.147 -0.325  -0.816
C: -1.873 2.972 0.911  -0.119
P: -0.639 1.740 -0.162  0.769
Cl: -3.413 2.632 0.489  0.019
Cl: 0.841 3.040 -0.078  -0.185
Cl: -1.428 1.930 -1.995  -0.206
H: -0.488 -0.696 -0.362  0.276
H: 0.896 0.058 0.492  0.261

(6)
Here is C2H4N2O2 in the gas phase from the OMol25 dataset. Energies are from wB97M-V/def2-TZVPD.

As for the multiplicity: 1. The calculation puts the total energy at -338.630349 hartree. For the energy above the lowest of the compared OMol25 structures with the same formula, charge and spin, the calculation gives 59.98 kJ/mol. The total charge is 0. The calculation puts the HOMO-LUMO gap at 10.946 eV. Its LUMO energy is 0.6 eV. Its SMILES is NC(=O)NC=O.

Last column: Mulliken charge in e.
Cartesian coordinates (Å):
N: -0.166 0.233 -1.633  -0.407
C: -0.737 0.382 -0.401  0.459
O: -1.562 1.214 -0.123  -0.506
N: -0.258 -0.603 0.545  -0.152
C: 0.689 -0.260 1.472  0.057
O: 1.201 0.833 1.551  -0.523
H: -0.317 0.993 -2.281  0.237
H: 0.731 -0.225 -1.668  0.245
H: -0.538 -1.567 0.455  0.249
H: 0.932 -1.098 2.149  0.341